[1]
Density functional theory data (ωB97M-V/def2-TZVPD) for 14 unconnected molecules or ions with the total composition C2H31O14 at a distorted geometry.

Last column: Mulliken charge in e.
Atoms and positions in Å:
H: -0.96 3.43 0.50  0.3009
H: -1.95 -0.62 -0.64  0.5080
O: -0.31 -0.54 4.86  -0.6442
H: 2.79 -3.15 -0.14  0.3639
O: 1.87 -0.88 -2.06  -0.7544
H: -3.13 0.77 -2.68  0.4154
H: 1.46 0.04 2.73  0.2141
O: -0.86 -0.94 -4.01  -0.7179
H: 1.23 0.59 0.07  0.0993
O: -0.10 3.42 0.05  -0.7058
O: 0.11 1.93 -3.12  -0.7337
H: -1.06 0.00 -4.04  0.3519
H: 2.37 -2.26 2.00  0.4852
H: 1.17 -0.52 -1.51  0.3888
H: 0.88 -1.45 0.47  -0.2482
O: 2.02 -0.75 2.90  -0.6309
H: 1.96 -0.85 3.88  0.2472
O: 3.08 -3.01 -1.05  -0.7177
H: -0.68 1.48 2.29  0.1645
H: 0.53 2.25 2.85  0.2239
H: -0.78 2.14 -3.44  0.3150
H: 0.01 -0.72 3.97  0.3600
H: -0.41 -0.85 1.37  -0.0171
H: -0.09 1.38 -2.31  0.2335
C: -0.16 -1.46 0.53  -0.0811
H: 0.19 2.52 -0.18  0.3347
H: -3.48 1.27 1.39  0.3219
H: 3.36 -3.34 2.34  0.2555
H: 2.54 -2.33 -1.41  0.3688
O: -2.53 2.01 -1.61  -0.8178
H: 2.39 -0.05 -2.16  0.2627
H: -3.29 1.80 -1.05  0.3253
H: 2.06 1.24 1.14  0.2655
O: -3.61 0.48 -3.46  -0.7279
H: -0.24 -1.07 -3.29  0.3146
C: -0.82 -0.69 -0.67  -1.3659
H: -1.81 1.46 -1.24  0.2984
H: -0.44 -2.51 0.70  0.4151
O: 0.27 1.43 2.45  -0.3817
H: 0.35 -0.63 5.55  0.2842
O: 2.13 0.95 0.23  -0.6477
H: -2.15 0.74 0.81  0.2507
O: 2.77 -3.06 1.69  -0.6432
O: -2.51 1.25 1.52  -0.7106
H: -3.18 -0.34 -3.74  0.3508
O: -0.32 0.66 -0.85  0.2959
H: -0.63 -1.21 -1.61  0.5301

As for the orbital gap: 8.368 eV. Its charge is -1. The calculation puts the highest occupied orbital energy at -6.3 eV.

[2]
Density functional theory data (ωB97M-V/def2-TZVPD) for a molecular structure, C28H68O26Tl at a distorted geometry.

Last column: Mulliken charge in e.
Atoms and positions in Å:
H: 7.47 5.41 1.30  0.2649
C: -2.06 -1.04 11.23  -0.2964
H: -6.36 4.08 -0.14  0.3012
C: 3.60 -5.72 4.14  -0.2004
O: 1.96 6.42 -2.73  -0.5112
H: 1.00 1.13 -10.79  0.2621
O: 1.59 7.67 -0.17  -0.4849
O: -6.89 3.91 0.64  -0.5086
H: 1.42 -0.06 2.45  0.5190
H: -5.91 -5.69 5.63  0.3105
H: -2.11 -2.72 -7.82  0.2597
C: -6.37 4.53 -8.00  -0.4845
C: -3.19 -2.75 -7.95  -0.4643
H: 2.10 6.74 -3.62  0.3021
O: -1.54 -0.47 -1.00  -0.5159
H: -5.37 4.58 -8.41  0.2816
H: -3.24 -5.26 -6.02  0.3049
O: -0.83 -0.40 1.84  -0.4984
H: 0.11 5.69 -2.56  0.2497
H: 9.45 7.11 1.59  0.3248
H: -2.16 -9.82 -3.73  0.3074
C: 1.75 1.87 -10.50  -0.4543
C: -3.32 -6.08 3.58  -0.3591
H: -3.34 -2.61 -9.02  0.3369
H: -6.26 2.63 -7.97  0.3140
H: -0.56 -9.94 -2.28  0.3083
H: 3.75 -4.84 3.53  0.2223
C: -7.75 5.03 0.71  -0.3918
C: 7.41 2.77 8.06  -0.4188
H: 7.54 2.01 8.83  0.3046
O: 2.21 -6.38 5.98  -0.5029
H: 2.65 0.52 -7.79  0.3177
C: 0.02 -0.23 0.91  0.4278
H: 10.95 5.64 1.11  0.3303
H: 5.37 2.70 7.35  0.3352
H: 0.32 7.51 -2.63  0.3441
O: 3.55 0.15 0.76  -0.5518
C: -0.31 -0.32 -0.62  0.2938
O: -3.68 -1.67 -7.21  -0.5171
C: 9.32 6.48 0.71  -0.3788
O: -1.18 -3.31 10.83  -0.5320
O: 7.42 5.55 -0.65  -0.5235
H: -4.80 -4.03 -7.35  0.2383
C: -4.50 -6.45 4.59  -0.4313
H: -4.10 -6.85 5.52  0.3359
H: 9.27 3.17 8.23  0.3072
H: -2.81 -5.22 4.00  0.2364
O: 0.05 -7.30 -2.49  -0.5029
O: -1.50 -9.16 -3.94  -0.5033
H: -2.52 -0.14 10.83  0.3350
H: 7.05 3.68 8.52  0.3132
C: 2.38 -0.07 0.44  0.3964
O: -9.22 3.69 1.99  -0.4973
C: -3.71 -4.05 -7.37  -0.3046
C: 2.02 1.71 -8.99  -0.3803
H: 1.08 1.77 -8.45  0.3180
O: 10.11 5.36 0.75  -0.5101
O: -3.25 -4.30 -6.05  -0.5078
C: -6.31 4.98 -6.53  -0.2481
O: 2.42 0.45 -8.72  -0.5069
H: -10.01 3.75 2.53  0.3008
H: -3.30 -4.88 -7.94  0.3429
H: 2.74 2.47 -8.68  0.3146
O: -6.96 3.25 -8.18  -0.4949
H: -8.00 5.02 2.93  0.2828
H: -8.38 4.98 -0.18  0.3024
O: 8.74 2.86 7.49  -0.5274
H: -9.27 5.79 2.09  0.3471
C: 2.07 -0.23 -1.09  0.4608
Tl: 9.36 0.56 -1.60  1.0008
H: -0.30 -6.77 -3.21  0.3054
H: 6.52 5.86 -0.80  0.3227
H: -0.28 6.71 -0.31  0.2839
H: 2.62 1.92 -12.25  0.3222
H: -2.55 -6.83 3.43  0.3551
O: 6.35 0.94 6.79  -0.4996
C: 0.75 6.58 -0.64  -0.4323
H: 1.89 -6.03 6.81  0.3069
H: 3.99 -5.35 6.11  0.3049
H: 5.58 0.90 6.21  0.2984
O: 4.78 -6.45 4.10  -0.5287
H: 2.55 -4.43 5.62  0.3638
C: -8.60 4.93 2.02  -0.4557
O: 3.05 -0.26 -1.92  -0.5802
H: 4.93 -6.89 4.94  0.2985
H: 0.45 -0.44 -2.59  0.5164
C: 0.65 -8.40 -3.18  -0.5210
C: 0.67 -0.34 -1.54  -0.2956
H: 1.38 2.87 -10.74  0.3437
C: 6.35 2.33 7.02  -0.3835
C: -1.84 -2.16 10.23  -0.4877
C: 3.07 -5.39 5.53  -0.5079
H: 1.21 8.42 -0.62  0.3071
H: -1.10 -0.74 11.67  0.2597
H: -5.48 3.28 -6.03  0.2684
H: -3.47 -1.85 -6.29  0.3106
C: 1.29 -0.10 1.38  -0.1729
H: -1.79 -3.63 11.49  0.3233
H: 0.83 -8.04 -4.19  0.3022
H: -3.10 -0.78 12.90  0.2852
O: 2.82 1.65 -11.35  -0.5369
H: 1.56 -8.63 -2.64  0.2937
H: -3.12 -5.83 1.62  0.2971
H: -7.04 5.27 -8.45  0.3101
H: -2.82 -2.54 9.94  0.2902
H: 9.49 7.16 -0.12  0.2679
H: -7.27 4.76 -6.05  0.2489
H: 2.90 -6.40 3.64  0.2435
H: 6.59 2.86 6.10  0.2706
H: 0.15 -10.36 -3.77  0.2978
O: -5.38 -5.37 4.89  -0.5169
O: -2.84 -1.50 12.32  -0.5231
H: 7.10 7.03 0.78  0.3922
C: 7.74 6.18 0.57  -0.4906
O: -5.37 4.21 -5.81  -0.5130
H: -5.10 -7.27 4.21  0.2988
H: -6.11 6.04 -6.39  0.3176
H: -1.44 -1.70 9.33  0.3458
H: -7.13 5.92 0.76  0.3193
H: 1.17 5.67 -0.22  0.2830
O: -3.82 -5.71 2.27  -0.5261
C: -0.33 -9.52 -3.26  -0.2875
C: 0.67 6.56 -2.22  -0.3418

As for the orbital gap: 4.283 eV. Its charge is +1. The calculation puts the highest occupied orbital energy at -11.0 eV.

[3]
Density functional theory data (ωB97M-V/def2-TZVPD) for a molecular structure, C7H14NSSi at a distorted geometry.

Last column: Mulliken charge in e.
Atoms and positions in Å:
Si: -1.37 -0.18 -0.15  0.4645
H: 3.40 2.42 0.79  0.5231
C: -2.35 -1.59 -0.90  -1.0517
C: 3.00 1.54 0.51  -0.4113
H: 0.36 1.37 -1.07  0.2583
C: -2.04 0.60 1.50  -0.9579
H: 1.36 1.08 1.87  0.3695
S: 3.60 0.79 -0.99  -0.0042
H: -0.46 0.26 -2.20  0.3128
H: 2.17 -1.25 -1.31  0.4268
C: 0.63 -1.10 0.66  -1.0027
H: -1.05 1.00 2.04  0.1621
N: 1.59 -0.27 0.29  0.1302
C: 2.37 -0.36 -0.83  -0.0950
H: -2.74 1.29 1.35  0.4470
H: -2.42 -0.10 2.23  0.3505
H: -1.94 -1.93 -1.92  0.3049
H: -1.19 1.78 -1.91  0.4077
H: 0.69 -2.00 0.12  0.4458
H: -2.11 -2.46 -0.24  0.3112
H: 0.57 -1.25 1.69  0.4497
C: 1.91 0.84 1.00  -0.3607
C: -0.62 0.94 -1.42  -0.8877
H: -3.35 -1.42 -1.13  0.4071

As for the orbital gap: 8.661 eV. Its charge is +1. The calculation puts the highest occupied orbital energy at -12.8 eV.

[4]
Density functional theory data (ωB97M-V/def2-TZVPD) for a molecular structure, C24H28BBeCl5N6O.

Last column: Mulliken charge in e.
Atoms and positions in Å:
H: 0.33 0.35 5.43  0.5155
H: -4.33 -2.79 0.00  0.3785
H: -2.68 1.13 3.39  0.3416
N: 2.35 -1.70 0.84  0.0520
H: 5.12 -0.56 -0.41  0.5221
C: -0.67 1.92 3.14  0.4744
Cl: -2.16 3.14 -0.31  -0.1829
C: -2.71 -1.76 -1.03  2.1961
N: 0.80 -1.37 2.72  0.0551
C: 2.86 1.31 -1.09  2.3613
H: 3.32 3.40 -0.68  0.4192
H: 1.14 2.99 2.62  0.3575
H: -3.78 -1.77 -2.91  0.4336
H: -3.35 -3.38 -2.33  0.3425
C: 3.62 1.29 -2.41  -1.7625
H: -2.25 -4.65 -0.40  0.5389
H: 3.48 2.23 -2.94  0.4236
H: 1.81 1.51 -1.28  -0.7011
N: 1.90 -0.59 0.19  0.7128
Cl: 0.54 -0.83 -2.77  -0.1292
N: 0.14 -2.88 0.89  0.1099
H: -2.11 -2.34 -3.05  0.3211
C: -1.63 2.21 -4.16  0.3987
C: -0.01 0.57 3.25  0.2450
C: 0.40 -0.05 4.43  -1.4123
C: -1.56 -3.90 -0.08  -0.9296
C: 3.39 2.43 -0.18  -1.5864
C: 3.67 -1.82 0.67  -0.6270
H: -2.39 -0.73 -1.14  -0.7075
C: -2.13 1.76 2.69  -1.2293
C: 0.92 -1.27 4.04  -0.3057
H: -4.78 -1.21 -0.67  0.4278
H: -0.35 3.84 2.20  0.4239
C: -3.98 -1.77 -0.17  -1.6643
N: -0.57 -1.92 0.24  0.7214
H: 3.27 0.48 -3.06  0.3607
C: 2.96 0.00 -0.37  -0.2342
H: 2.82 2.48 0.75  0.2629
H: 1.35 -2.07 4.62  0.4794
H: -0.01 -4.96 1.14  0.4843
Cl: -3.03 4.24 -3.09  -0.1887
H: -2.62 2.73 2.63  0.3838
H: -0.67 2.33 4.15  0.4162
C: 4.11 -0.76 -0.10  -0.9600
C: -0.83 1.21 -1.62  -1.7013
H: -2.17 1.29 1.70  0.0561
H: -3.80 -1.30 0.80  0.3379
C: -0.43 -4.07 0.69  -0.6684
C: -1.64 2.35 -1.75  0.4393
Cl: -2.12 2.81 -5.70  -0.2022
H: 0.18 2.48 1.22  -0.0925
Be: 0.17 -0.34 0.41  -0.6695
H: 4.69 1.16 -2.25  0.3502
C: -2.03 2.84 -2.99  -0.1222
H: 4.44 2.25 0.07  0.3809
C: -0.83 1.08 -4.07  -0.0388
C: -3.00 -2.35 -2.42  -1.6443
C: 0.12 2.86 2.23  -1.0842
N: 0.22 -0.24 2.21  1.0953
C: -0.44 0.59 -2.83  1.8490
Cl: -0.32 0.27 -5.51  -0.1951
O: -0.50 0.81 -0.42  -0.3271
C: -1.62 -2.52 -0.33  -0.1328
H: 4.21 -2.64 1.11  0.4960
B: 1.34 -2.44 1.74  -0.5787
H: 1.85 -3.36 2.32  -0.0867

As for the orbital gap: 8.834 eV. The calculation puts the highest occupied orbital energy at -8.3 eV.